Entry 1:
{"formula": "C24H28N3SbSe4TeTi", "method": "wB97M-V/def2-TZVPD", "total_charge": -2, "de_lowest_kj_mol": 0.0, "e_lumo_ev": [3.3, 3.3], "e_homo_ev": [-1.24, -1.73], "spin_multiplicity": 3, "symbols": ["Ti", "C", "N", "C", "C", "C", "C", "C", "C", "C", "N", "C", "C", "C", "C", "C", "C", "N", "C", "C", "H", "H", "H", "H", "H", "H", "H", "H", "H", "H", "H", "H", "H", "H", "H", "H", "H", "H", "H", "H", "Se", "Sb", "Se", "Se", "Se", "C", "Te", "C", "C", "C", "C", "C", "C", "C", "H", "H", "H", "H", "H", "H", "H", "H"], "xyz": [[0.28966, -2.64874, -1.33769], [-2.40347, -3.77581, -2.26758], [-1.62392, -2.60402, -2.70185], [-1.26785, -2.69145, -4.11796], [-2.35387, -1.40539, -2.35115], [-3.18167, -0.67250, -3.20461], [-3.85567, 0.47854, -2.71985], [-3.68789, 0.79929, -1.35031], [-2.95797, 0.01267, -0.47603], [-2.19257, -1.05727, -0.96892], [-1.16722, -1.66074, -0.28049], [-0.94059, -1.73159, 1.06813], [-1.88772, -1.79729, 2.09772], [-1.50519, -2.02010, 3.39910], [-0.20914, -2.32869, 3.70271], [0.73711, -2.35795, 2.66713], [0.42885, -1.96812, 1.39800], [1.39180, -1.73948, 0.35300], [2.73226, -2.21238, 0.70712], [1.55543, -0.29800, 0.06059], [-3.26557, -3.87141, -2.98627], [-1.68923, -4.59869, -2.40169], [-2.69827, -3.75995, -1.23732], [-2.07061, -3.00935, -4.83353], [-0.90690, -1.70269, -4.48297], [-0.33846, -3.25847, -4.15779], [-3.25973, -0.97942, -4.25610], [-4.38543, 1.13690, -3.34686], [-4.07846, 1.73909, -1.02137], [-2.81240, 0.44534, 0.53237], [-2.94777, -1.77844, 1.79311], [-2.27474, -2.15708, 4.16614], [0.06227, -2.65456, 4.75191], [1.67990, -2.73375, 2.89609], [3.05194, -1.74139, 1.64392], [2.74983, -3.27572, 0.73728], [3.40675, -1.85574, -0.05396], [0.61047, 0.08458, -0.23056], [1.81901, 0.19280, 1.00950], [2.37048, -0.14991, -0.64741], [4.46741, -1.58107, -6.13359], [3.99658, -1.73070, -3.70151], [0.60716, -4.91978, -0.84499], [1.58278, -1.37399, -3.17257], [5.26496, -0.17248, -2.28081], [-0.51423, 3.30987, 2.46751], [-0.99670, 3.31267, 0.37251], [1.09662, 3.36394, 0.13853], [1.55772, 4.09094, 1.35732], [2.65072, 4.99125, 1.36115], [2.88120, 5.86017, 2.42297], [2.07777, 5.83121, 3.56169], [0.98724, 4.95429, 3.56829], [0.74835, 4.10145, 2.51054], [-0.39262, 2.31411, 2.91824], [-1.26209, 3.85877, 3.05162], [1.36838, 3.91788, -0.77773], [1.52730, 2.37199, 0.08918], [3.24603, 5.05730, 0.44287], [3.72008, 6.53003, 2.32955], [2.17620, 6.55848, 4.36846], [0.28567, 4.96053, 4.39924]], "atomic_forces_ev_per_a": [[0.31, -1.09, -0.37], [0.35, -0.85, -2.02], [-0.40, 1.10, -0.14], [0.59, 0.92, -0.84], [-0.37, 0.19, 0.79], [0.02, 0.14, 0.37], [1.54, -1.29, 1.72], [-0.33, -0.57, -1.69], [0.37, 0.76, 0.25], [-0.17, 0.62, 0.20], [-0.41, -0.12, -0.62], [0.24, -0.12, 0.29], [-0.73, 0.36, -1.53], [-0.90, -0.62, 0.87], [0.80, -0.70, 1.03], [-0.85, 0.37, 0.83], [-0.87, 0.82, -0.03], [0.56, -0.32, 0.07], [-0.03, 0.60, -0.14], [0.39, -0.08, 1.31], [0.37, -0.08, 0.83], [-0.61, -0.22, 0.14], [-0.12, 0.34, 0.43], [0.41, -0.20, 0.83], [-0.44, -0.50, 0.47], [-0.40, -0.64, -0.46], [0.02, 0.20, 0.47], [-0.60, 0.54, -0.78], [-0.38, 0.36, 0.38], [0.06, -0.77, -0.56], [0.56, 0.21, 0.37], [0.20, 0.31, -0.20], [-0.22, 0.44, -1.42], [1.60, -0.28, 0.30], [0.04, -0.16, 0.09], [0.02, -0.86, 0.21], [0.30, -0.08, -0.40], [-0.73, 0.60, -0.72], [0.11, 0.09, 0.04], [-0.38, 0.00, -0.20], [-0.22, 0.00, 0.53], [0.59, 0.12, -0.16], [0.00, 0.36, -0.10], [-0.27, 0.25, -0.41], [-0.11, -0.14, -0.03], [-0.41, 0.00, 0.44], [-0.60, -0.47, 0.15], [0.66, 0.35, -0.42], [0.77, 1.79, 1.16], [-0.74, -0.68, -0.63], [0.17, -0.45, 0.16], [-0.57, -0.01, -0.45], [0.69, 0.35, 0.43], [0.17, -0.12, -0.81], [-0.13, 0.10, -0.45], [-0.10, -0.31, -0.26], [-0.13, -0.35, 0.44], [-0.07, -0.28, -0.16], [-0.05, 0.02, 0.46], [0.07, 0.26, 0.16], [0.23, -0.25, -0.20], [0.12, 0.01, -0.05]], "mulliken_charge": [-0.250, -1.185, 1.040, -1.450, 0.755, -0.326, -0.930, -0.562, -0.859, -0.482, 1.002, -0.210, -0.366, -0.762, -0.778, -0.267, 0.236, 1.144, -1.261, -1.364, 0.350, 0.393, 0.188, 0.278, 0.481, 0.333, 0.330, 0.424, 0.474, 0.371, 0.393, 0.331, 0.269, 0.564, 0.460, 0.323, 0.078, 0.208, 0.448, 0.472, -0.691, 0.294, -0.850, -0.305, -0.739, -1.284, 0.087, -0.655, 0.200, -0.790, -0.486, -0.557, -0.499, 0.966, 0.416, 0.502, 0.544, 0.101, 0.410, 0.369, 0.341, 0.335]}

---

Entry 2:
{"formula": "C38H41Ge2N3O6PbS", "method": "wB97M-V/def2-TZVPD", "e_lumo_ev": -1.0, "e_homo_ev": -7.33, "symbols": ["Pb", "O", "S", "O", "N", "C", "C", "C", "C", "C", "C", "C", "C", "N", "C", "C", "C", "C", "C", "C", "C", "H", "H", "H", "H", "H", "H", "H", "H", "H", "H", "H", "C", "C", "Ge", "C", "C", "C", "C", "Ge", "C", "C", "C", "C", "C", "C", "C", "C", "C", "C", "H", "H", "H", "H", "H", "H", "H", "H", "H", "H", "H", "H", "H", "H", "H", "H", "H", "H", "H", "H", "H", "H", "H", "H", "H", "H", "O", "C", "C", "C", "C", "C", "C", "C", "O", "N", "O", "O", "H", "H", "H", "H"], "xyz": [[13.88366, 13.22997, 9.75803], [18.01954, 14.35190, 11.28588], [17.61195, 14.42558, 9.83985], [14.34995, 15.97426, 10.87709], [16.48169, 13.20588, 9.48068], [16.89850, 11.88833, 9.55115], [17.94838, 11.44970, 10.38528], [18.50388, 10.19674, 10.11981], [17.86670, 9.25894, 9.29702], [16.63423, 9.58815, 8.72194], [15.90382, 8.65621, 7.97357], [14.58589, 8.98379, 7.63556], [14.11154, 10.28824, 7.87574], [14.89168, 11.24013, 8.42850], [16.12962, 10.90358, 8.83310], [19.02645, 13.89677, 8.84087], [18.72387, 13.66993, 7.54213], [19.72434, 13.04500, 6.74328], [20.98988, 12.70368, 7.25194], [21.25092, 13.00820, 8.56270], [20.26736, 13.57451, 9.37475], [18.31647, 12.14204, 11.16765], [19.49566, 9.86550, 10.51834], [18.33831, 8.30274, 9.20284], [16.32037, 7.70258, 7.67393], [13.87247, 8.39167, 7.08866], [13.07935, 10.48554, 7.71710], [17.77497, 14.01749, 7.16006], [19.45810, 12.84145, 5.69478], [21.68281, 12.06536, 6.65998], [22.18977, 12.74972, 8.99459], [20.38391, 13.69675, 10.42878], [15.45495, 15.73286, 13.07539], [14.25119, 16.25590, 12.31565], [13.13859, 16.54415, 9.65218], [14.37256, 16.73646, 8.01893], [15.15443, 18.02872, 8.13466], [12.28856, 18.19174, 10.29985], [10.94298, 18.24242, 10.00113], [10.56838, 16.35000, 9.32783], [9.96305, 16.27802, 7.43441], [10.42600, 14.87465, 6.87148], [9.31324, 15.51890, 10.73634], [9.64247, 15.71156, 12.23568], [10.05827, 19.39934, 10.25037], [9.01534, 19.59815, 9.31133], [8.27262, 20.74030, 9.43738], [8.53241, 21.68003, 10.41828], [9.51876, 21.44383, 11.35175], [10.30554, 20.34116, 11.27062], [15.38753, 15.93137, 14.11922], [16.41457, 16.14500, 12.74793], [15.58909, 14.72762, 12.79466], [14.14698, 17.31093, 12.43953], [13.37564, 15.71479, 12.69698], [13.73187, 16.70314, 7.17610], [14.97142, 15.86091, 7.87530], [14.56523, 18.94481, 8.36804], [15.77970, 18.36237, 7.24688], [15.88120, 17.92232, 9.00870], [12.95438, 18.97348, 10.78219], [10.37278, 17.15228, 6.85654], [8.86646, 16.39344, 7.44782], [11.28747, 14.50526, 7.50411], [10.84240, 14.99182, 5.85308], [9.62303, 14.18665, 6.78156], [9.34997, 14.41032, 10.58124], [8.34517, 15.92158, 10.34969], [9.86485, 16.79062, 12.46023], [10.59420, 15.14956, 12.47591], [8.83830, 15.34541, 12.81223], [8.94151, 18.92765, 8.45255], [7.52995, 20.95724, 8.68258], [7.96658, 22.60470, 10.39394], [9.58222, 22.10195, 12.20800], [11.17057, 20.21420, 11.88787], [14.29944, 12.51791, 12.00312], [13.33514, 12.39936, 12.81951], [11.93360, 12.03655, 12.59986], [11.17544, 11.86418, 13.71753], [9.94256, 11.19553, 13.52350], [9.40988, 10.78954, 12.24284], [10.26531, 10.84769, 11.20034], [11.43009, 11.59589, 11.25625], [12.09464, 11.75963, 10.12917], [9.21517, 10.94820, 14.70510], [9.78118, 10.92465, 15.86800], [8.00099, 10.75000, 14.54205], [13.53098, 12.63206, 13.87478], [11.35594, 12.19781, 14.76145], [8.33647, 10.57046, 12.27222], [10.10301, 10.28659, 10.29859]], "atomic_forces_ev_per_a": [[1.38, 0.06, -0.54], [0.25, 0.13, -0.85], [-1.15, -0.21, 1.17], [0.03, -0.42, 0.84], [0.06, 0.21, 0.05], [0.25, 0.42, 1.11], [-0.31, 0.71, -0.61], [0.47, -1.80, -0.38], [1.17, 1.52, 1.20], [0.33, -0.43, -0.52], [-2.05, 0.24, -0.46], [0.76, 0.86, -0.32], [1.97, 0.09, 1.31], [-1.77, -0.66, -0.47], [0.55, 0.13, 0.72], [-0.10, -0.52, 1.50], [1.72, -0.49, -1.99], [-0.89, 0.41, -0.42], [-1.01, -0.65, -1.08], [-0.41, 0.32, 0.89], [-0.33, -0.04, -0.50], [-0.02, -0.53, -0.85], [-1.08, 0.57, 0.06], [-0.09, -0.45, -0.37], [0.05, -0.05, 0.31], [0.31, -0.72, -0.02], [-0.62, 0.55, -0.23], [-0.09, -0.36, -0.29], [0.32, -0.02, 0.52], [-0.48, 0.91, 0.37], [0.57, -0.17, 0.29], [0.32, 0.16, 0.55], [0.66, 1.06, -1.62], [0.01, -0.99, -0.86], [-0.25, 0.75, -0.59], [-1.03, 0.37, 1.13], [1.84, 1.20, 0.82], [0.05, 0.78, 0.05], [2.24, -0.76, 0.64], [0.27, 0.85, 1.24], [0.08, -0.37, -0.07], [1.59, 1.75, -0.09], [0.61, -0.79, -1.18], [2.11, 1.37, -1.41], [0.01, -0.25, -0.87], [1.34, -0.30, 1.07], [-0.48, 0.65, -0.90], [-0.55, 0.00, -0.35], [-0.78, 1.02, 0.81], [0.21, -1.50, -1.25], [-0.34, -0.20, 0.89], [-0.26, 0.47, -0.17], [-0.02, -1.65, 0.32], [-0.35, 0.80, 0.17], [-0.18, 0.36, 0.03], [-0.92, 0.33, -0.98], [0.76, -0.50, 0.41], [-0.07, -0.82, -0.10], [-0.72, -0.90, 0.76], [-0.77, 0.20, -1.11], [-1.27, -0.43, -0.55], [-0.20, -0.92, 0.66], [0.32, -0.16, -0.21], [-1.04, -0.08, -0.67], [-0.19, -0.02, 0.42], [-0.59, -0.77, 0.34], [-0.39, 0.82, -0.29], [0.43, -0.40, 0.82], [-0.41, -0.95, 0.00], [-1.06, 0.45, -0.16], [-0.80, -0.33, 0.89], [-0.27, 0.09, 0.38], [-0.18, 0.07, 0.00], [-0.02, -0.10, 0.33], [0.41, 0.28, -0.14], [0.13, -0.20, 0.53], [-1.95, -0.25, 1.17], [0.41, 0.74, -1.23], [1.94, 0.30, -2.79], [-2.73, -1.40, 0.76], [1.45, 1.20, -0.33], [0.12, 0.81, 2.92], [-0.90, -0.52, -0.71], [3.04, 0.25, -0.24], [-0.78, -0.07, 2.10], [-1.60, -0.37, 3.13], [-1.43, 0.20, -3.68], [1.36, 0.05, 0.73], [0.32, -0.21, 0.01], [0.48, -0.39, -0.98], [0.67, -0.75, -0.42], [-0.45, 0.39, -0.53]], "mulliken_charge": [1.635, -0.711, 0.563, 0.468, -0.372, -0.028, -0.845, -0.487, -1.022, 1.242, -0.685, -0.821, -0.207, -0.095, 0.188, 0.414, -0.666, -0.387, -0.584, -0.355, -0.601, 0.760, 0.317, 0.420, 0.443, 0.389, 0.421, 0.420, 0.338, 0.322, 0.409, 0.469, -1.517, 0.058, -0.781, -0.288, -1.220, -0.239, -0.475, 0.369, -0.548, -1.036, -0.696, -0.793, 0.954, -0.507, -0.422, -0.567, -0.495, -0.648, 0.464, 0.347, 0.258, 0.402, 0.050, 0.467, 0.163, 0.311, 0.375, 0.226, 0.387, 0.382, 0.487, 0.112, 0.314, 0.377, 0.277, 0.489, 0.237, 0.007, 0.447, 0.223, 0.380, 0.373, 0.364, 0.418, -0.562, -0.325, 0.479, -0.459, -0.122, -0.385, -0.840, 0.583, -0.667, 0.881, -0.592, -0.597, 0.372, 0.452, 0.485, 0.462]}

---

Entry 3:
{"formula": "C4H10NOS", "method": "wB97M-V/def2-TZVPD", "total_charge": 1, "de_lowest_kj_mol": 147.6, "e_lumo_ev": -3.8, "e_homo_ev": -12.99, "symbols": ["N", "C", "C", "O", "C", "C", "S", "H", "H", "H", "H", "H", "H", "H", "H", "H", "H"], "xyz": [[0.25814, -0.95869, -1.83732], [0.16672, 0.00547, -0.66083], [-1.11814, 0.79246, -0.95452], [-2.02639, 0.24416, -1.50306], [0.24436, -0.74855, 0.64392], [0.04435, 0.22256, 1.79771], [1.10544, 1.71712, 1.58677], [-0.52392, -1.62570, -1.75083], [0.01550, -0.49464, -2.71827], [1.10052, -1.52321, -1.84011], [0.91096, 0.76602, -0.86906], [-1.05002, 1.85718, -0.67849], [1.23921, -1.17814, 0.74235], [-0.50384, -1.50627, 0.65938], [-0.98793, 0.56308, 1.85886], [0.32982, -0.27579, 2.71128], [0.79523, 2.14295, 2.81222]], "atomic_forces_ev_per_a": [[-1.42, -0.59, 0.49], [-0.25, 0.36, -1.66], [0.37, -0.31, 0.62], [-0.46, 0.15, -0.27], [0.88, 1.36, 0.01], [0.12, 0.36, -0.13], [-0.22, -0.49, 0.23], [0.07, 0.10, 0.17], [0.74, -0.01, -0.08], [0.45, 0.23, -0.34], [0.80, -0.24, 0.49], [-0.48, -0.02, 0.05], [0.05, -0.28, -0.06], [-0.63, -0.74, 0.08], [-0.06, -0.17, 0.07], [-0.08, -0.04, 0.29], [0.13, 0.32, 0.05]], "mulliken_charge": [-0.385, -0.128, -0.032, -0.438, -0.777, -0.830, -0.192, 0.367, 0.353, 0.334, 0.475, 0.412, 0.384, 0.421, 0.424, 0.433, 0.178]}